Entry 1:
Entry from the Open Molecules 2025 dataset: a molecular structure, C46H36IN13O2S2V at a distorted geometry (wB97M-V/def2-TZVPD).

ORCA input file:
```
! RIJCOSX wB97M-V def2-TZVPD def2/J DEFGRID3
* xyz 0 4
V -2.11049 -0.64632 -0.06014
C -4.28287 0.95983 3.35035
C -3.69096 0.10647 2.27846
N -2.64871 0.42580 1.58285
N -1.88759 1.51570 1.90070
C -0.74346 1.40418 1.24982
O -0.43010 0.41942 0.49248
C 0.24800 2.50094 1.40929
C -0.14061 3.77075 1.82522
C 0.80142 4.78211 1.93390
C 2.13512 4.53069 1.63836
C 2.52803 3.26298 1.23075
C 1.58572 2.25289 1.11266
C -4.19743 -1.22414 1.94959
C -5.30163 -1.80693 2.57300
C -5.62406 -3.11692 2.28335
C -4.84234 -3.82740 1.37839
C -3.78005 -3.17923 0.78219
N -3.45764 -1.91532 1.05245
H -3.54327 1.68593 3.67898
H -4.61589 0.37010 4.20432
H -5.14344 1.51070 2.96065
H -1.18259 3.94905 2.05420
H 0.49506 5.77145 2.24888
H 2.86814 5.32241 1.72714
H 3.56868 3.06160 1.00824
H 1.87302 1.25734 0.79676
H -5.89334 -1.23304 3.27162
H -6.47500 -3.58549 2.76019
H -5.05448 -4.85805 1.13291
H -3.15752 -3.67502 0.04798
S -3.89092 -1.21418 -1.95627
C -2.76365 -0.21551 -2.73877
N -1.76646 0.31176 -2.06289
C -0.96586 1.11943 -2.84837
C 0.16180 1.82105 -2.42021
C 0.87770 2.56091 -3.34484
C 0.49028 2.61028 -4.68602
C -0.63271 1.92274 -5.12203
C -1.35382 1.17970 -4.19549
S -2.77675 0.20635 -4.43792
H 0.44713 1.78514 -1.37641
H 1.75412 3.10783 -3.02019
H 1.06875 3.19173 -5.39274
H -0.93926 1.96383 -6.15953
C 2.14316 -3.64268 4.00002
N 0.98859 -2.91682 3.50999
C 0.30911 -3.03242 2.35628
N -0.57848 -2.07307 2.25623
C -0.36897 -1.34244 3.37949
N 0.57477 -1.81352 4.16821
C 3.40230 -2.81641 3.94726
C 4.14036 -2.56101 5.09204
C 5.28993 -1.78169 5.03131
C 5.69723 -1.23674 3.82782
C 4.94377 -1.47350 2.68024
C 3.80882 -2.27002 2.73819
C 5.34866 -0.88395 1.40818
N 6.38015 -0.15850 1.14755
N 6.26252 0.22904 -0.17883
C 5.17489 -0.29882 -0.61839
O 4.53552 -1.02595 0.33247
C 4.56302 -0.19209 -1.94006
C 5.08032 0.72688 -2.84668
C 4.44415 0.91065 -4.06168
C 3.29298 0.20060 -4.36027
C 2.78101 -0.73436 -3.46603
C 1.54599 -1.48864 -3.89518
N 0.72625 -2.04092 -2.82844
C 0.37274 -1.51705 -1.65379
N -0.65384 -2.18343 -1.14979
C -0.89251 -3.13359 -2.09260
N -0.07422 -3.10159 -3.11291
C 3.42574 -0.93456 -2.25447
H 2.24036 -4.54177 3.38886
H 1.94030 -3.95270 5.02473
H 0.47554 -3.82926 1.64694
H -0.92904 -0.45154 3.61860
H 3.81034 -2.96587 6.04106
H 5.85848 -1.58869 5.93091
H 6.58105 -0.61731 3.75986
H 3.22402 -2.43919 1.84190
H 5.95801 1.29922 -2.57901
H 4.83020 1.63179 -4.77000
H 2.77393 0.38585 -5.29335
H 1.78929 -2.33039 -4.54233
H 0.92577 -0.79739 -4.47348
H 0.83616 -0.65116 -1.20978
H -1.68696 -3.85760 -2.02514
H 3.04771 -1.65371 -1.54086
I -7.76273 1.55771 -2.55790
C -5.82959 2.20849 -2.13917
C -5.14182 3.01875 -3.02379
C -3.84920 3.39751 -2.69388
C -3.30980 2.94375 -1.50130
N -3.96875 2.15748 -0.65324
C -5.20685 1.80019 -0.96653
H -5.59917 3.34241 -3.94920
H -3.26635 4.02506 -3.35502
H -2.29738 3.21033 -1.21589
H -5.71754 1.14108 -0.27299
*
```

Calculated values
* E: -4675.0580 a.u.
* expectation value of S²: 3.778
* gap between HOMO and LUMO (alpha / beta): 6.305 / 7.433 eV
* LUMO energy (alpha / beta): -0.077 / -0.157 eV
* HOMO level (alpha / beta): -6.383 / -7.589 eV

Entry 2:
Entry from the Open Molecules 2025 dataset: a molecular structure, C46H37BaBrIN4O2PS2 (wB97M-V/def2-TZVPD).

ORCA input file:
```
! RIJCOSX wB97M-V def2-TZVPD def2/J DEFGRID3
* xyz 0 1
Ba 0.14737 0.00295 0.26140
Br 0.83871 -4.48842 6.55826
C 1.20233 -3.72058 4.87141
C 0.38548 -2.71337 4.38626
C 0.64834 -2.16170 3.14253
C 1.74834 -2.58751 2.40155
C 2.54220 -3.62213 2.89324
C 2.27398 -4.18990 4.12587
N 1.97525 -1.96624 1.14535
C 3.13295 -1.94020 0.62859
C 3.40596 -1.34373 -0.69847
C 4.66575 -1.51875 -1.25387
C 4.92518 -1.00197 -2.51432
C 3.92320 -0.30805 -3.16313
C 2.70336 -0.14980 -2.51594
N 2.43200 -0.66320 -1.32403
H -0.45459 -2.35869 4.96698
H -0.03789 -1.40081 2.78500
H 3.36334 -4.01222 2.30590
H 2.88756 -4.99553 4.50356
H 4.00824 -2.36244 1.12767
H 5.42597 -2.05897 -0.70549
H 5.89532 -1.13558 -2.97410
H 4.07456 0.12996 -4.13883
H 1.91513 0.43224 -2.98341
S -1.60469 1.19952 2.40946
C -0.52358 1.98556 3.55534
C -1.09742 2.37726 4.76990
C -0.38039 3.00615 5.77404
C -1.04226 3.37385 6.99235
N -1.59373 3.66847 7.95750
C 0.98256 3.26684 5.57045
C 1.56409 2.89063 4.37152
C 0.85413 2.25440 3.34650
S 1.77106 1.88133 1.89228
C 1.77859 3.91397 6.57321
N 2.42091 4.42554 7.37822
H -2.14896 2.17654 4.92515
H 2.61349 3.09710 4.21105
I -2.97267 0.87062 -1.35464
C -2.79042 1.58722 -3.32245
C -3.47486 0.83485 -4.23851
C -3.68684 1.30079 -5.55005
C -3.28346 2.55665 -5.87524
C -2.57951 3.36040 -4.94525
C -2.25707 4.69085 -5.30418
C -1.59932 5.50488 -4.43577
C -1.12934 4.97089 -3.22333
C -1.36876 3.67400 -2.83981
P -0.27894 3.02337 -1.48670
C 1.35576 3.15512 -2.31203
C 2.49265 3.14936 -1.49699
C 3.75938 3.17876 -2.05785
C 3.91525 3.19108 -3.43847
C 2.79449 3.16716 -4.25469
C 1.52146 3.15342 -3.69618
C -0.24570 4.39556 -0.28446
C 0.68790 5.42946 -0.29511
C 0.67270 6.39379 0.70090
C -0.27172 6.33267 1.71655
C -1.20466 5.30673 1.73200
C -1.18959 4.34084 0.73792
C -2.22033 2.85690 -3.65863
H -3.91159 -0.10795 -3.93780
H -4.22187 0.68277 -6.25835
H -3.50278 2.97516 -6.84976
H -2.56795 5.04813 -6.27840
H -1.38403 6.53392 -4.69090
H -0.50840 5.59469 -2.59457
H 2.38185 3.14440 -0.41606
H 4.62653 3.19655 -1.40947
H 4.90585 3.22359 -3.87485
H 2.90500 3.18038 -5.33214
H 0.65776 3.16149 -4.35008
H 1.45134 5.47359 -1.06278
H 1.41140 7.18506 0.69244
H -0.26765 7.07438 2.50483
H -1.92818 5.23431 2.53376
H -1.88543 3.51338 0.79368
C -3.17621 -1.71756 1.32280
O -1.82412 -1.92428 0.92037
C -1.61600 -3.15483 0.24617
C -1.74201 -2.98897 -1.24991
O -0.71059 -2.11264 -1.67294
C -0.74460 -1.88098 -3.06864
H -3.49358 -2.52234 1.99160
H -3.84498 -1.68729 0.45636
H -3.20549 -0.77196 1.85987
H -2.31734 -3.91110 0.61036
H -0.60149 -3.48367 0.48766
H -2.71961 -2.56755 -1.51809
H -1.63624 -3.96134 -1.74699
H -0.63479 -2.81968 -3.62106
H 0.08992 -1.22655 -3.31454
H -1.68083 -1.39626 -3.36379
*
```

Calculated values
* E: -6179.6207 a.u.
* gap between HOMO and LUMO: 5.229 eV
* LUMO energy: -1.188 eV
* HOMO level: -6.417 eV